43
Properties=species:S:1:pos:R:3 method="wB97M-V/def2-TZVPD" e_tot_ha=-1354.48645 total_charge=-1 e_homo_ha=-0.0693
Cd 1.878 -0.638 -2.937
P 0.901 -0.375 0.355
N -1.705 -2.147 -3.066
N -1.284 -0.861 -3.530
C -1.129 -2.245 0.639
C 0.073 -0.052 3.093
C 0.464 3.502 -1.998
C 0.795 1.223 -0.494
C 1.617 0.577 4.829
C -2.425 -2.733 0.623
C 0.338 0.222 4.426
C 2.636 0.648 3.888
C -0.856 -0.915 0.311
C 2.376 0.357 2.561
C -1.917 -0.092 -0.062
C 0.588 2.444 0.142
C 0.673 2.273 -2.612
C 0.872 1.084 -1.887
C 3.614 -1.541 -3.564
C -3.475 -1.903 0.250
C 1.090 0.008 2.138
C -3.215 -0.584 -0.097
C 0.434 3.594 -0.614
H -2.133 -2.077 -2.146
H 3.556 -2.616 -3.788
H -4.487 -2.286 0.219
H -2.061 -0.429 -4.013
H 0.284 4.551 -0.128
H 0.703 2.246 -3.698
H 0.540 2.493 1.226
H -0.934 -0.315 2.793
H -0.308 -2.903 0.901
H -1.724 0.937 -0.337
H 0.340 4.394 -2.603
H -2.615 -3.768 0.880
H 1.821 0.794 5.870
H 3.181 0.394 1.835
H -0.862 -2.701 -2.958
H -4.025 0.067 -0.400
H -0.464 0.165 5.152
H 4.197 -1.458 -2.623
H 3.639 0.921 4.191
H -0.991 -0.255 -2.767

---

37
Properties=species:S:1:pos:R:3 method="wB97M-V/def2-TZVPD" e_tot_ha=-671.36448 total_charge=+1 spin_multiplicity=3 s_squared=2.008 e_homo_ha="-0.3319 / -0.4551"
O -3.051 0.040 -1.531
N -3.400 0.375 0.812
N 0.506 0.310 0.103
N -1.525 -0.654 -0.053
C 1.107 -0.722 0.917
C -4.097 1.636 0.423
C -3.749 -1.799 -0.198
C 1.327 1.513 0.011
C 3.600 -1.214 0.395
C 3.862 0.876 -0.801
C 2.748 1.112 0.312
C 2.546 -0.285 1.044
C -0.742 0.401 -0.196
C 3.806 -0.699 -1.015
C -2.938 -0.533 -0.247
H -5.093 1.806 0.687
H -3.861 0.444 -1.711
H 4.602 -1.276 0.777
H 0.713 -0.910 1.869
H 4.776 -0.913 -1.563
H 1.229 1.930 -0.909
H 3.351 -2.319 0.278
H -4.831 -1.623 -0.461
H 3.047 1.709 1.134
H 4.848 1.314 -0.269
H -3.779 0.044 1.676
H 1.087 -1.637 0.330
H -3.992 1.789 -0.667
H -1.256 -1.441 0.527
H -1.069 1.239 -0.603
H 1.175 2.305 0.739
H 3.816 1.447 -1.787
H -3.668 -2.113 0.765
H -3.446 2.574 0.786
H 3.034 -1.036 -1.577
H -3.229 -2.436 -0.810
H 2.624 -0.277 2.190

---

79
Properties=species:S:1:pos:R:3 method="wB97M-V/def2-TZVPD" e_tot_ha=-6456.71817 total_charge=+2 e_homo_ha=-0.4411
Ca -2.872 -1.308 7.854
Cl -3.683 -0.114 -1.764
Cl 3.359 -4.470 -0.695
Cl -1.300 -3.240 -0.782
Cl 3.584 -6.314 2.155
Cl -1.195 0.199 0.445
Cl -1.037 -5.135 2.007
Al -3.052 6.293 -6.904
F -0.515 8.501 -6.777
F -2.521 7.929 -6.069
F -4.721 -3.631 8.273
F -4.040 -3.051 5.809
F -1.490 9.730 -5.361
F -2.813 -1.183 5.585
F 0.756 -0.882 4.687
F 2.623 -1.263 5.642
F -1.188 -2.693 3.818
F -2.248 -4.455 4.395
F 1.918 -2.628 4.166
O 0.966 -2.526 6.211
O -5.264 -1.090 2.172
O 0.784 -1.218 -6.250
O 0.915 3.306 -1.163
O -6.263 -0.453 0.399
O 1.621 -0.538 -4.271
O 0.463 -4.628 5.467
O -1.240 -3.238 6.003
O -0.066 8.160 -3.620
O -5.320 -2.353 0.459
O -0.730 6.385 -4.830
N -5.620 -1.299 1.010
N 2.609 2.958 0.306
C -2.694 1.341 -1.500
C 0.136 -3.559 5.835
C 0.211 -3.736 0.020
C 0.906 -1.183 -5.032
C -0.609 7.683 -4.557
C 1.538 -1.852 5.154
C 3.448 3.474 1.373
C -1.921 -3.240 4.790
C 2.821 1.596 -0.165
C 4.722 -6.325 0.781
C -1.027 5.229 -2.691
C 0.098 -5.108 0.632
C -0.070 -2.177 -4.287
C -1.256 8.493 -5.684
C -3.223 -2.437 4.997
C -1.276 0.977 -1.161
C -0.118 5.469 -3.873
C 4.854 -4.963 0.149
C 1.648 3.692 -0.260
H -0.585 4.481 -2.026
H -3.698 -2.186 4.040
H 0.451 -2.978 0.765
H -0.849 0.294 -1.893
H 5.649 -4.975 -0.595
H 5.687 -6.645 1.171
H -1.191 6.147 -2.124
H -0.245 -5.846 -0.091
H -2.007 4.877 -3.023
H 0.134 -3.195 -4.615
H -3.153 1.928 -0.707
H 3.632 1.130 0.388
H 1.905 1.018 -0.029
H -0.652 1.869 -1.128
H 1.567 4.705 0.164
H 1.000 -3.737 -0.730
H 4.492 3.450 1.058
H 5.090 -4.201 0.888
H 4.379 -7.067 0.065
H -1.099 -1.920 -4.530
H 3.174 4.498 1.616
H 3.065 1.612 -1.228
H 0.049 4.538 -4.411
H -2.726 1.926 -2.418
H 0.857 5.841 -3.563
H 1.071 -5.423 1.005
H 0.067 -2.116 -3.211
H 3.327 2.852 2.262

---

11
Properties=species:S:1:pos:R:3 method="wB97M-V/def2-TZVPD" e_tot_ha=-210.28926 total_charge=0 e_homo_ha=-0.3218
O -0.509 -1.318 -2.376
N 0.071 0.388 0.447
C 0.436 1.658 0.363
C 0.118 -0.256 1.789
H -0.750 0.167 2.415
H -0.077 -2.101 -1.894
H -0.009 -1.267 1.861
H 1.093 2.190 -0.247
H 0.919 0.106 2.375
H 0.175 2.144 1.405
H -1.103 -1.817 -2.950

---

21
Properties=species:S:1:pos:R:3 method="wB97M-V/def2-TZVPD" e_tot_ha=-420.40173 total_charge=0 e_homo_ha=-0.3345
O -1.731 -1.257 -1.670
N -0.829 -0.379 -0.065
N -2.057 -0.475 -0.719
C 0.232 -1.368 -0.360
C 0.742 2.364 -0.333
C 0.643 1.256 0.773
C 1.370 -1.247 0.680
C -0.670 0.563 1.022
C 1.839 0.221 0.604
H -1.469 1.436 1.071
H 1.034 -1.479 1.636
H -0.414 -2.226 -0.114
H 0.646 -1.286 -1.344
H 2.620 0.507 1.342
H -0.655 -0.295 1.821
H 1.576 2.938 -0.667
H 2.177 -1.887 0.456
H 2.207 0.393 -0.376
H 0.934 1.887 1.687
H 0.168 3.245 0.222
H 0.292 2.066 -1.206

---

16
Properties=species:S:1:pos:R:3 method="wB97M-V/def2-TZVPD" e_tot_ha=-2172.85852 total_charge=0 e_homo_ha="-0.3393 / -0.3394"
Cl -0.704 0.568 -2.206
Cl 1.655 2.517 1.861
Cl 3.030 1.938 -1.386
S 0.848 -0.446 1.310
O -0.700 -0.121 1.434
N 0.995 -3.618 -0.493
N 1.471 1.021 0.530
N 0.873 -1.237 0.023
C 1.007 -2.502 -0.219
C -1.548 0.767 -0.566
C 2.013 0.914 -0.574
C -1.599 -0.404 0.379
H -1.104 1.579 0.012
H -2.544 1.020 -0.805
H -1.190 -1.431 -0.131
H -2.504 -0.566 0.831